The following is a quantum chemistry calculation of the molecule C7H15NO in a non-equilibrium geometry, from OMol25.

Calculated values
2S+1: 1
Total charge: 0
Orbital gap (eV): 10.09
HOMO (eV): -9.12
Largest force on an atom (eV/Å): 1.3
Structure (SMILES): C=C(C)[C@H](C)[C@H](N)OC

Last column: Löwdin charge in e.
Cartesian coordinates (Å):
C1 1.619 -1.403 0.570  -0.122
C2 0.943 2.060 -0.719  -0.069
C3 0.206 1.249 0.324  -0.336
C4 0.374 1.568 1.623  0.037
O1 0.705 -1.706 -0.452  -0.163
H1 2.217 -0.497 0.435  0.079
H2 2.396 -2.174 0.610  0.084
H3 1.099 -1.417 1.533  0.082
H4 1.843 1.527 -1.040  0.079
H5 1.244 3.043 -0.343  0.079
H6 0.327 2.249 -1.603  0.080
H7 -0.066 1.001 2.436  0.058
H8 1.059 2.356 1.927  0.063
C5 -1.841 -0.296 0.826  -0.065
N1 -1.235 -1.667 -1.744  0.072
C6 -0.239 -0.813 -1.142  -0.369
C7 -0.866 0.272 -0.221  -0.269
H9 -1.527 -2.319 -1.014  0.081
H10 -0.776 -2.262 -2.430  0.081
H11 0.339 -0.363 -1.954  0.140
H12 -1.484 0.899 -0.881  0.143
H13 -2.769 -0.628 0.346  0.077
H14 -2.160 0.463 1.545  0.076
H15 -1.407 -1.140 1.370  0.080